Entry 1:
ORCA calculation (wB97M-V/def2-TZVPD) on an isolated molecule of C19H21ClN2O4S at a distorted geometry.

SMILES ... COc1ccc(S(=O)(=O)N2CCC[C@H]2C(=O)NCc2ccc(Cl)cc2)cc1

Positions of all 48 atoms, in Å:
C1 -4.949 -3.784 1.590
H1 -4.093 -4.465 1.560
H2 -5.864 -4.361 1.711
H3 -4.841 -3.097 2.435
O1 -5.098 -3.088 0.373
C2 -4.098 -2.285 -0.052
C3 -4.316 -1.638 -1.274
C4 -3.358 -0.797 -1.798
C5 -2.177 -0.596 -1.106
C6 -1.946 -1.223 0.102
C7 -2.903 -2.069 0.636
H4 -2.710 -2.552 1.580
H5 -1.018 -1.041 0.618
S1 -0.923 0.490 -1.748
O2 -1.375 1.093 -2.969
O3 0.337 -0.214 -1.781
N1 -0.806 1.593 -0.499
C8 -1.987 2.431 -0.343
C9 -1.464 3.686 0.349
H6 -2.122 4.540 0.205
C10 -0.092 3.871 -0.296
H7 0.597 4.420 0.343
H8 -0.182 4.375 -1.258
C11 0.397 2.435 -0.485
H9 0.951 2.304 -1.421
C12 1.317 1.972 0.664
O4 1.745 2.719 1.518
N2 1.562 0.655 0.601
H10 1.223 0.153 -0.213
C13 2.494 -0.017 1.478
C14 3.730 -0.488 0.751
C15 4.988 -0.290 1.304
C16 6.128 -0.734 0.657
C17 6.005 -1.379 -0.563
C18 4.759 -1.579 -1.136
C19 3.627 -1.137 -0.475
H11 2.661 -1.292 -0.931
H12 4.676 -2.077 -2.089
Cl1 7.422 -1.936 -1.382
H13 7.103 -0.578 1.091
H14 5.082 0.219 2.251
H15 2.763 0.693 2.264
H16 1.993 -0.880 1.937
H17 -1.346 3.497 1.415
H18 -2.737 1.894 0.242
H19 -2.406 2.669 -1.329
H20 -3.502 -0.291 -2.739
H21 -5.247 -1.819 -1.788

---

Entry 2:
ORCA calculation (wB97M-V/def2-TZVPD) on an isolated molecule of C19H21ClN2O6S at a distorted geometry.

SMILES ... COc1ccc(CC(=O)OCC(=O)Nc2ccc(Cl)c(S(=O)(=O)N(C)C)c2)cc1

Positions of all 50 atoms, in Å:
C1 -2.190 -2.630 2.461
H1 -1.669 -2.354 3.382
H2 -2.967 -3.357 2.690
H3 -2.646 -1.747 2.006
O1 -1.320 -3.286 1.559
C2 -0.163 -2.682 1.203
C3 0.687 -3.432 0.386
C4 1.915 -2.938 0.005
C5 2.340 -1.687 0.436
C6 1.480 -0.929 1.219
C7 0.237 -1.408 1.597
H4 -0.408 -0.785 2.195
H5 1.786 0.051 1.559
C8 3.706 -1.159 0.057
C9 3.528 0.193 -0.576
O2 2.936 0.401 -1.611
O3 4.049 1.161 0.179
C10 3.906 2.517 -0.247
H6 3.961 2.571 -1.340
C11 2.571 3.105 0.243
O4 2.517 4.026 1.021
N1 1.511 2.447 -0.292
C12 0.168 2.529 0.071
C13 -0.684 1.541 -0.423
C14 -2.021 1.556 -0.093
C15 -2.524 2.536 0.750
C16 -1.680 3.521 1.249
C17 -0.341 3.522 0.908
H7 0.320 4.279 1.295
H8 -2.078 4.280 1.903
Cl1 -4.183 2.483 1.167
S1 -3.150 0.278 -0.675
O5 -4.211 0.897 -1.412
O6 -3.483 -0.538 0.457
N2 -2.148 -0.599 -1.693
C18 -2.237 -2.039 -1.620
H9 -3.017 -2.435 -2.279
H10 -1.274 -2.471 -1.899
H11 -2.470 -2.309 -0.595
C19 -2.096 -0.062 -3.034
H12 -1.178 -0.396 -3.517
H13 -2.101 1.024 -2.969
H14 -2.957 -0.377 -3.633
H15 -0.303 0.750 -1.050
H16 1.717 1.725 -0.980
H17 4.729 3.067 0.209
H18 4.173 -1.833 -0.661
H19 4.345 -1.059 0.937
H20 2.558 -3.538 -0.621
H21 0.360 -4.412 0.074

---

Entry 3:
ORCA calculation (wB97M-V/def2-TZVPD) on an isolated molecule of C19H21FN2O2.

SMILES ... COc1ccc(C(=O)CN2CCN(c3ccc(F)cc3)CC2)cc1

Positions of all 45 atoms, in Å:
C1 -1.610 6.727 -1.041
H1 -1.671 7.798 -0.850
O1 -0.238 6.444 -1.182
C2 0.147 5.171 -1.436
C3 1.525 4.966 -1.574
C4 2.015 3.711 -1.836
C5 1.154 2.614 -1.971
C6 -0.216 2.824 -1.831
C7 -0.716 4.084 -1.566
H2 -1.783 4.212 -1.463
H3 -0.899 1.995 -1.914
C8 1.750 1.301 -2.267
O2 2.942 1.155 -2.438
C9 0.811 0.104 -2.385
N1 -0.009 -0.056 -1.198
C10 -1.013 -1.105 -1.307
C11 -0.575 -2.427 -0.673
N2 -0.349 -2.219 0.739
C12 -0.575 -3.205 1.664
C13 -0.752 -2.902 3.022
C14 -0.970 -3.897 3.953
C15 -1.023 -5.214 3.538
C16 -0.856 -5.551 2.208
C17 -0.628 -4.553 1.282
H4 -0.470 -4.832 0.253
H5 -0.894 -6.586 1.908
F1 -1.244 -6.192 4.451
H6 -1.107 -3.657 4.996
H7 -0.738 -1.877 3.357
C18 0.035 -0.879 1.121
C19 0.820 -0.229 -0.012
H8 1.173 0.758 0.303
H9 1.705 -0.849 -0.228
H10 0.678 -0.929 2.003
H11 -0.839 -0.256 1.363
H12 0.333 -2.795 -1.175
H13 -1.368 -3.166 -0.813
H14 -1.921 -0.760 -0.797
H15 -1.261 -1.265 -2.358
H16 0.156 0.272 -3.245
H17 1.439 -0.780 -2.590
H18 3.076 3.545 -1.946
H19 2.181 5.816 -1.469
H20 -2.047 6.185 -0.197
H21 -2.165 6.491 -1.954

---

Entry 4:
ORCA calculation (wB97M-V/def2-TZVPD) on an isolated molecule of C19H21FN2O5S at a distorted geometry.

SMILES ... COC(=O)COc1ccc(S(=O)(=O)N2CCN(c3ccc(F)cc3)CC2)cc1

Positions of all 49 atoms, in Å:
C1 0.985 2.430 -1.899
H1 0.834 3.296 -1.253
H2 0.929 2.745 -2.942
H3 0.241 1.662 -1.698
O1 2.263 1.853 -1.650
C2 3.219 2.652 -1.189
O2 3.090 3.823 -0.952
C3 4.539 1.902 -0.993
O3 4.411 0.504 -0.984
C4 3.583 -0.067 -0.071
C5 3.038 0.597 1.028
C6 2.148 -0.066 1.855
C7 1.801 -1.375 1.589
C8 2.385 -2.063 0.540
C9 3.281 -1.415 -0.284
H4 3.745 -1.918 -1.117
H5 2.121 -3.097 0.384
S1 0.464 -2.133 2.509
O4 0.555 -3.552 2.351
O5 0.418 -1.562 3.822
N1 -0.930 -1.655 1.736
C10 -1.190 -2.172 0.416
H6 -0.647 -3.112 0.328
C11 -0.777 -1.179 -0.684
N2 -1.402 0.115 -0.467
C12 -2.659 0.367 -1.013
C13 -2.893 0.059 -2.360
C14 -4.097 0.348 -2.965
C15 -5.090 0.969 -2.230
C16 -4.889 1.306 -0.906
C17 -3.682 1.003 -0.304
H7 -3.556 1.264 0.734
H8 -5.676 1.793 -0.351
F1 -6.273 1.256 -2.818
H9 -4.269 0.106 -4.002
H10 -2.115 -0.396 -2.952
C18 -1.050 0.631 0.842
H11 -1.504 1.611 0.986
C19 -1.448 -0.330 1.972
H12 -1.057 -0.001 2.934
H13 -2.540 -0.402 2.038
H14 0.039 0.756 0.849
H15 -1.067 -1.582 -1.652
H16 0.309 -1.037 -0.674
H17 -2.265 -2.372 0.330
H18 1.715 0.425 2.713
H19 3.285 1.626 1.238
H20 5.183 2.130 -1.849
H21 5.028 2.285 -0.088

---

The following highest occupied orbital energy values (in eV) correspond, in order, to the records above: -8.95, -8.63, -7.58, -7.93.
The following energy above the lowest of the compared OMol25 structures with the same formula, charge and spin values (in kcal per mole) correspond, in order, to the records above: 16.31, 22.24, 60.55, 13.05.
The following frontier orbital gap values (in eV) correspond, in order, to the records above: 9.418, 9.188, 7.979, 8.399.